Record 1
{
  "formula": "C10H17F3NO7S2",
  "method": "wB97M-V/def2-TZVPD",
  "elements": ["C", "C", "O", "C", "C", "N", "C", "C", "S", "O", "O", "C", "F", "F", "F", "C", "H", "H", "H", "H", "H", "H", "H", "H", "H", "H", "H", "H", "H", "C", "C", "O", "S", "O", "O", "O", "H", "H", "H", "H"],
  "xyz": [[2.551, -0.356, -0.306], [1.675, -1.277, -1.189], [0.313, -0.855, -1.332], [-0.371, -0.820, -0.101], [-1.765, -1.382, -0.259], [-2.173, -2.458, 0.305], [-3.591, -2.740, -0.085], [-4.067, -1.271, -0.150], [-5.772, -1.025, -0.725], [-5.978, -1.590, -2.020], [-6.665, -1.569, 0.245], [-6.099, 0.822, -0.723], [-6.575, 1.202, 0.427], [-4.962, 1.509, -0.935], [-6.911, 1.084, -1.705], [-2.912, -0.752, -1.091], [2.012, 0.172, 0.485], [3.062, 0.386, -0.932], [3.323, -0.969, 0.186], [2.099, -1.251, -2.205], [1.755, -2.339, -0.883], [0.199, -1.387, 0.657], [-0.437, 0.242, 0.214], [-1.579, -3.004, 0.925], [-3.500, -3.223, -1.070], [-4.007, -3.418, 0.668], [-4.010, -0.940, 0.900], [-2.762, 0.332, -1.037], [-3.107, -1.197, -2.076], [5.837, 2.831, 0.211], [6.094, 3.447, 1.570], [5.020, 2.970, 2.391], [4.596, 1.498, 1.911], [5.235, 0.546, 2.743], [3.193, 1.492, 1.684], [5.350, 1.512, 0.491], [5.060, 3.375, -0.331], [6.736, 2.782, -0.398], [6.100, 4.533, 1.542], [7.033, 3.089, 1.999]],
  "lowdin_charge": [-0.073, -0.227, -0.123, -0.136, -0.098, 0.157, -0.058, -0.294, 0.759, -0.240, -0.249, -0.694, 0.198, 0.132, 0.204, -0.008, 0.048, 0.084, 0.095, 0.127, 0.123, 0.143, 0.158, 0.198, 0.154, 0.152, 0.157, 0.133, 0.156, -0.158, -0.157, -0.179, 0.609, -0.203, -0.246, -0.196, 0.135, 0.139, 0.140, 0.138],
  "lumo_ev": -4.62,
  "charge": 1,
  "homo_ha": -0.493,
  "e_tot_ev": -56281.2169,
  "gap_ha": 0.3234,
  "spin_multiplicity": 1
}

Record 2
{
  "formula": "C8H12OS",
  "method": "wB97M-V/def2-TZVPD",
  "elements": ["C", "C", "C", "C", "C", "C", "C", "C", "O", "S", "H", "H", "H", "H", "H", "H", "H", "H", "H", "H", "H", "H"],
  "xyz": [[-1.101, 0.092, 0.953], [-1.119, 0.209, -0.370], [0.622, -1.638, 1.622], [1.120, -1.806, 0.193], [1.407, 0.415, 0.880], [0.267, -0.128, 1.677], [1.447, -0.376, -0.317], [-1.292, 2.209, -2.136], [-2.378, -0.136, -2.586], [-2.317, 0.829, -1.516], [-1.922, -0.243, 1.512], [-0.342, -2.280, 1.665], [1.447, -1.930, 2.230], [1.882, -2.548, 0.047], [0.206, -2.159, -0.308], [1.407, 1.514, 0.697], [2.352, 0.037, 1.464], [0.160, 0.469, 2.534], [1.674, -0.084, -1.370], [-1.366, 2.884, -1.304], [-1.895, 2.634, -3.002], [-0.258, 2.036, -2.566]],
  "lowdin_charge": [-0.118, -0.186, -0.155, -0.192, -0.246, -0.308, -0.034, -0.269, -0.537, 0.810, 0.090, 0.144, 0.096, 0.101, 0.106, 0.135, 0.166, 0.116, 0.115, 0.023, 0.064, 0.078],
  "lumo_ev": [0.46, -0.42],
  "charge": 0,
  "homo_ha": [-0.288, -0.274],
  "e_tot_ev": -21367.0039,
  "gap_ha": [0.3044, 0.2589],
  "spin_multiplicity": 1
}

Record 3
{
  "formula": "C45H60F5IrNO2P2Si",
  "method": "wB97M-V/def2-TZVPD",
  "elements": ["Ir", "C", "Si", "C", "C", "C", "C", "C", "C", "P", "C", "C", "C", "C", "C", "C", "C", "C", "C", "C", "C", "C", "C", "C", "C", "C", "C", "C", "P", "C", "C", "C", "C", "C", "C", "C", "C", "C", "C", "C", "C", "H", "H", "H", "H", "H", "H", "H", "H", "H", "H", "H", "H", "H", "H", "H", "H", "H", "H", "H", "H", "H", "H", "H", "H", "H", "H", "H", "H", "H", "H", "H", "H", "H", "H", "H", "H", "H", "H", "H", "H", "H", "H", "H", "H", "H", "H", "H", "H", "H", "H", "H", "H", "H", "H", "H", "C", "C", "N", "O", "H", "H", "H", "H", "H", "F", "C", "C", "F", "C", "F", "C", "O", "C", "F", "C", "F"],
  "xyz": [[-0.201, 0.870, 0.563], [-0.757, 3.818, -1.842], [-0.984, 1.990, -1.406], [0.062, 1.135, -2.774], [-0.386, 1.191, -4.092], [0.398, 0.729, -5.138], [1.656, 0.205, -4.872], [2.102, 0.117, -3.564], [1.300, 0.563, -2.510], [1.861, 0.458, -0.779], [3.417, 1.486, -0.821], [4.722, 0.765, -1.164], [5.778, 1.819, -1.538], [5.677, 3.082, -0.663], [5.048, 2.743, 0.685], [3.600, 2.267, 0.501], [2.147, -1.312, -0.336], [2.827, -1.392, 1.039], [2.592, -2.790, 1.640], [2.456, -3.862, 0.545], [3.339, -3.507, -0.649], [2.827, -2.236, -1.355], [-2.751, 1.417, -1.761], [-3.560, 2.166, -2.616], [-4.882, 1.817, -2.842], [-5.423, 0.727, -2.178], [-4.632, -0.024, -1.323], [-3.289, 0.300, -1.122], [-2.196, -0.720, -0.062], [-3.342, -1.382, 1.225], [-3.943, -0.298, 2.120], [-5.157, -0.881, 2.861], [-4.968, -2.374, 3.194], [-3.491, -2.729, 3.364], [-2.691, -2.490, 2.069], [-1.815, -2.222, -1.101], [-3.033, -3.040, -1.592], [-3.301, -2.807, -3.078], [-2.127, -3.326, -3.916], [-0.777, -2.989, -3.249], [-0.940, -1.814, -2.288], [-0.725, 3.935, -2.926], [0.183, 4.195, -1.439], [-1.558, 4.441, -1.441], [-1.367, 1.602, -4.308], [0.040, 0.794, -6.157], [2.292, -0.134, -5.679], [3.083, -0.295, -3.371], [3.198, 2.191, -1.629], [4.611, 0.077, -2.000], [5.057, 0.186, -0.302], [5.659, 2.092, -2.588], [6.763, 1.364, -1.429], [5.066, 3.841, -1.159], [6.668, 3.512, -0.519], [5.061, 3.615, 1.340], [5.644, 1.968, 1.174], [2.926, 3.127, 0.500], [3.323, 1.636, 1.346], [1.118, -1.663, -0.190], [2.418, -0.631, 1.708], [3.897, -1.205, 0.930], [1.687, -2.775, 2.252], [3.425, -3.038, 2.299], [1.415, -3.940, 0.215], [2.737, -4.837, 0.945], [3.370, -4.328, -1.365], [4.360, -3.351, -0.291], [2.112, -2.500, -2.137], [3.671, -1.748, -1.839], [-3.145, 3.035, -3.114], [-5.491, 2.401, -3.519], [-6.461, 0.458, -2.321], [-5.085, -0.865, -0.815], [-4.172, -1.830, 0.676], [-4.249, 0.567, 1.526], [-3.201, 0.042, 2.839], [-6.055, -0.763, 2.251], [-5.320, -0.316, 3.780], [-5.401, -3.001, 2.411], [-5.503, -2.609, 4.115], [-3.399, -3.776, 3.653], [-3.078, -2.133, 4.182], [-2.660, -3.413, 1.485], [-1.663, -2.220, 2.318], [-1.212, -2.850, -0.434], [-3.933, -2.820, -1.018], [-2.819, -4.101, -1.442], [-3.458, -1.742, -3.261], [-4.220, -3.318, -3.369], [-2.176, -2.888, -4.915], [-2.215, -4.408, -4.033], [-0.031, -2.743, -4.007], [-0.403, -3.854, -2.693], [-1.399, -0.982, -2.824], [0.030, -1.468, -1.937], [-0.737, -0.210, 4.971], [-0.990, 0.485, 3.669], [-1.346, 1.774, 3.728], [-0.864, -0.112, 2.590], [-1.051, 0.388, 5.822], [0.336, -0.400, 5.040], [-1.237, -1.177, 4.989], [-1.465, 2.263, 4.597], [-1.448, 2.287, 2.865], [2.568, 6.050, 4.677], [2.214, 4.918, 4.063], [1.429, 4.952, 2.922], [1.007, 6.116, 2.431], [1.086, 3.771, 2.298], [0.280, 3.803, 1.210], [1.506, 2.503, 2.744], [1.245, 1.392, 2.118], [2.267, 2.519, 3.928], [2.651, 1.338, 4.444], [2.620, 3.692, 4.567], [3.350, 3.646, 5.678]],
  "lowdin_charge": [0.812, -0.178, 0.550, -0.318, -0.092, -0.056, -0.060, -0.078, -0.383, 1.097, -0.364, -0.192, -0.172, -0.189, -0.180, -0.194, -0.421, -0.193, -0.171, -0.192, -0.175, -0.176, -0.296, -0.089, -0.055, -0.056, -0.087, -0.364, 1.089, -0.428, -0.193, -0.171, -0.188, -0.177, -0.189, -0.389, -0.172, -0.191, -0.175, -0.169, -0.226, 0.037, 0.025, 0.036, 0.102, 0.111, 0.111, 0.088, 0.123, 0.084, 0.111, 0.113, 0.115, 0.115, 0.112, 0.114, 0.118, 0.112, 0.086, 0.080, 0.087, 0.110, 0.107, 0.115, 0.104, 0.113, 0.114, 0.118, 0.105, 0.086, 0.102, 0.113, 0.113, 0.100, 0.089, 0.111, 0.080, 0.111, 0.112, 0.114, 0.112, 0.115, 0.096, 0.112, 0.088, 0.105, 0.085, 0.126, 0.103, 0.118, 0.111, 0.111, 0.108, 0.114, 0.100, 0.062, 0.045, -0.560, 0.225, -0.136, 0.092, 0.104, 0.081, 0.129, 0.112, 0.125, -0.146, -0.148, 0.131, -0.167, 0.039, -0.341, -0.248, -0.140, 0.101, -0.145, 0.134],
  "lumo_ev": -3.48,
  "charge": 1,
  "homo_ha": -0.380,
  "e_tot_ev": -96102.6217,
  "gap_ha": 0.2526,
  "spin_multiplicity": 1
}